{
  "formula": "C47H37N8O2S2Se2W",
  "method": "ωB97M-V/def2-TZVPD",
  "relative_energy_ev": 0.487,
  "homo_ev": [-13.273, -13.273],
  "gap_ev": [3.5, 3.5],
  "total_charge": 3,
  "e_lumo_ev": [-9.74, -9.74],
  "elements": ["W", "C", "O", "C", "C", "C", "C", "C", "C", "C", "N", "C", "C", "N", "C", "C", "C", "C", "N", "C", "C", "N", "C", "C", "C", "C", "H", "H", "H", "H", "H", "H", "H", "H", "H", "H", "H", "H", "H", "H", "N", "C", "C", "C", "C", "C", "C", "S", "N", "C", "C", "C", "C", "C", "C", "N", "H", "H", "H", "H", "H", "H", "H", "H", "H", "Se", "C", "N", "O", "S", "C", "C", "C", "C", "C", "C", "C", "C", "C", "C", "C", "C", "C", "C", "H", "H", "H", "H", "H", "H", "H", "H", "H", "H", "H", "H", "H", "H", "Se"],
  "positions_angstrom": [[15.343, -21.434, 4.776], [6.094, -27.626, -2.658], [7.350, -27.201, -3.199], [7.977, -26.170, -2.642], [7.357, -25.428, -1.599], [8.119, -24.624, -0.753], [9.439, -24.451, -1.105], [10.007, -25.029, -2.247], [9.280, -25.857, -3.079], [10.410, -23.851, -0.238], [11.722, -23.645, -0.475], [12.169, -23.025, 0.637], [11.117, -22.775, 1.558], [9.992, -23.278, 0.946], [11.401, -22.285, 2.844], [10.454, -21.956, 3.872], [10.924, -21.711, 5.151], [12.264, -21.827, 5.507], [13.189, -21.961, 4.546], [12.768, -22.120, 3.216], [13.815, -22.215, 2.246], [15.108, -22.184, 2.747], [16.062, -22.751, 1.995], [15.835, -23.320, 0.775], [14.581, -23.223, 0.221], [13.550, -22.819, 0.996], [5.707, -28.298, -3.404], [5.374, -26.801, -2.475], [6.243, -28.119, -1.714], [6.369, -25.597, -1.465], [7.634, -24.139, 0.081], [11.086, -24.958, -2.374], [9.639, -26.372, -3.986], [9.063, -23.253, 1.394], [9.355, -21.908, 3.762], [10.254, -21.525, 5.995], [12.654, -21.793, 6.544], [17.057, -22.832, 2.444], [16.589, -23.872, 0.206], [14.415, -23.623, -0.735], [13.700, -18.105, 7.087], [13.720, -16.886, 6.321], [13.829, -15.604, 6.890], [13.813, -14.458, 6.105], [13.749, -14.586, 4.693], [13.720, -15.846, 4.118], [13.657, -16.963, 4.927], [13.288, -18.595, 4.262], [14.289, -19.536, 5.362], [14.194, -19.258, 6.653], [14.806, -20.276, 7.566], [14.874, -20.088, 8.930], [15.196, -21.154, 9.774], [15.416, -22.402, 9.176], [15.201, -22.540, 7.812], [14.942, -21.510, 6.999], [13.676, -17.989, 8.117], [13.861, -15.514, 8.008], [13.717, -13.428, 6.599], [13.629, -13.675, 4.036], [13.590, -16.052, 3.045], [14.700, -19.136, 9.419], [15.206, -20.892, 10.776], [15.721, -23.315, 9.763], [15.467, -23.556, 7.472], [16.377, -19.846, 3.009], [16.766, -18.333, 3.899], [17.020, -17.344, 4.473], [16.864, -20.458, 5.808], [18.434, -20.275, 5.774], [18.722, -18.832, 6.973], [20.219, -18.616, 6.966], [20.948, -18.748, 5.791], [22.342, -18.668, 5.840], [23.036, -18.469, 7.009], [22.291, -18.364, 8.196], [20.914, -18.390, 8.187], [19.120, -21.505, 6.942], [18.987, -22.939, 6.492], [18.651, -23.853, 7.472], [18.490, -25.210, 7.124], [18.741, -25.660, 5.762], [19.060, -24.698, 4.831], [19.159, -23.373, 5.194], [18.413, -19.167, 7.957], [18.049, -17.982, 6.675], [20.425, -18.859, 4.821], [22.793, -18.631, 4.845], [24.110, -18.345, 6.951], [22.789, -18.151, 9.085], [20.366, -18.245, 9.112], [18.602, -21.390, 7.905], [20.077, -21.041, 7.027], [18.433, -23.559, 8.460], [18.233, -25.911, 7.871], [18.571, -26.648, 5.472], [19.240, -24.984, 3.767], [19.414, -22.579, 4.432], [16.257, -23.471, 4.893]],
  "atomic_forces_ev_per_a": [[0.7, 0.4, -0.4], [-0.4, 0.7, -0.2], [-0.1, 0.3, -0.4], [-0.3, 0.6, 0.6], [3.4, 0.1, -0.3], [-1.2, -0.6, -1.5], [1.8, -0.3, 0.0], [0.0, -0.9, -0.7], [-0.6, -0.4, 0.1], [-0.5, 1.4, 0.0], [-1.0, -0.3, 0.8], [-0.5, -0.1, 0.6], [1.3, -0.1, -0.8], [0.4, 0.4, 1.1], [-0.6, 0.4, 1.2], [0.3, -0.1, 0.6], [-0.7, -0.4, 0.8], [1.1, 0.1, -0.5], [-0.1, 0.3, -1.0], [0.4, 0.6, 0.8], [0.6, -1.6, 0.8], [-1.6, 0.0, -1.4], [1.0, 0.1, 1.2], [0.0, -0.2, -1.4], [1.6, -0.8, -0.1], [-2.3, 1.8, 0.9], [-0.3, -0.3, 0.0], [0.4, -0.4, -0.5], [0.2, -0.4, 0.4], [-2.8, -0.2, 0.9], [0.0, 0.1, 0.1], [-0.3, 0.3, -0.2], [0.1, 0.4, 0.7], [0.8, -0.3, -0.9], [0.8, -0.1, -0.4], [-0.1, 0.0, -0.5], [-0.7, 0.1, -0.9], [-0.4, 0.3, -0.2], [0.1, 0.5, 0.5], [-0.4, -0.5, -1.2], [0.1, 0.7, 1.8], [0.1, 0.8, -0.9], [-0.1, -0.7, 1.5], [-0.6, 1.1, -0.6], [-0.2, 1.3, 0.2], [-0.4, -0.5, -0.6], [-0.2, -1.1, 0.8], [0.6, 0.2, 0.6], [-0.5, -0.1, 0.8], [1.3, 0.0, -1.9], [-1.8, -0.2, 0.2], [0.3, -0.2, 0.1], [-0.1, -0.4, -2.6], [-0.2, -0.1, 1.5], [1.4, -0.6, 0.5], [-0.2, 0.0, 0.3], [-0.1, 0.1, -1.1], [0.0, 0.0, -1.1], [0.4, -1.8, -0.8], [0.4, -1.2, 0.9], [0.3, 0.6, 0.4], [0.0, 0.1, -0.4], [0.4, -0.3, 2.0], [-0.5, 1.2, -0.7], [-0.6, 0.8, -0.7], [-0.4, -1.4, -0.9], [0.7, 2.5, 1.8], [-0.4, -1.8, -1.0], [0.5, 0.0, 0.5], [-0.7, 0.5, 1.2], [-0.4, 0.3, -0.7], [0.2, 0.1, 0.6], [-0.3, 0.1, 0.1], [-0.5, 0.4, -1.6], [-0.6, -0.1, 0.1], [0.0, 0.3, -1.4], [-0.7, -0.5, -0.9], [-1.5, 0.1, -0.4], [0.2, 0.5, 0.5], [-0.4, -2.1, -1.3], [1.0, 0.6, -2.4], [-0.6, 2.4, 2.8], [0.4, -0.8, -1.4], [0.9, 2.1, -1.1], [-0.2, -0.2, 0.1], [0.8, -0.8, -0.2], [0.5, 0.1, 0.6], [0.4, -0.3, 0.6], [-0.1, -0.1, 0.4], [0.8, 0.2, 1.4], [0.0, -0.1, -0.1], [0.1, 0.2, -0.3], [1.3, -0.4, 0.2], [0.0, 0.4, 1.1], [-0.3, -0.7, 0.6], [0.0, -1.5, -0.2], [-0.2, 0.2, 1.0], [-0.2, -1.1, 0.7], [-0.2, 0.1, 0.8]],
  "mulliken_charge": [-0.224, -0.813, -0.380, 0.751, -0.633, -0.809, 0.613, -0.519, -0.694, 0.373, -0.746, 0.462, 0.060, -0.010, 0.262, -0.935, -1.139, -0.135, -0.009, 1.077, -0.506, 0.043, 0.158, -1.296, -0.389, -0.283, 0.248, 0.360, 0.393, 0.422, 0.245, 0.369, 0.414, 0.304, 0.444, 0.462, 0.588, 0.574, 0.431, 0.689, -0.067, 0.211, -0.732, -0.649, -0.575, -0.610, 0.799, -0.120, 0.010, 0.604, 0.811, -0.825, -0.994, -0.755, -0.648, 1.142, 0.312, 0.304, 0.344, 0.369, 0.437, 0.480, 0.623, 0.477, 0.552, 0.107, 0.204, -0.481, 0.681, 0.173, -0.359, -0.109, 0.199, -0.638, -0.544, -0.657, -0.582, -1.038, 0.366, -0.550, -0.788, -0.674, -0.360, -0.382, 0.462, 0.574, 0.367, 0.379, 0.427, 0.485, 0.420, 0.485, 0.871, 0.641, 0.495, 0.536, 0.401, 0.285, -0.123]
}